57
Properties=species:S:1:pos:R:3:forces:R:3:lowdin_charge:R:1 method="wB97M-V/def2-TZVPD" largest_force_ha_per_bohr=0.06256 multiplicity=1 charge=+3 e_above_lowest_ev=0.000 homo_lumo_gap_ev="6.0 / 6.0"
Ir -0.193100 -0.446800 -0.604300 -0.19 2.09 -2.44 1.388
C 3.030100 -0.192300 -3.634400 -0.33 0.37 0.31 0.006
C 2.263800 -0.962100 -2.774200 0.12 -0.18 0.10 -0.114
N 1.416400 -0.178100 -2.095900 -1.56 0.65 1.85 -0.085
N 1.614200 1.089900 -2.510000 0.24 0.23 0.14 -0.021
C 2.581600 1.111200 -3.426500 0.24 -0.75 -0.19 -0.001
B 0.820200 2.305600 -1.998000 -0.43 -0.53 0.25 -0.488
N -0.662700 2.107200 -2.345200 0.41 0.04 0.08 -0.027
C -1.481000 2.968500 -2.944200 -1.00 -0.41 -0.08 -0.002
C -2.772800 2.440500 -2.916300 0.65 -0.27 0.26 0.015
C -2.635300 1.222800 -2.248200 -0.79 0.41 -0.13 -0.100
N -1.363300 1.037800 -1.911500 2.09 -1.46 1.56 -0.038
N 0.890800 2.373300 -0.457700 0.39 0.08 -0.28 -0.020
C 1.219700 3.440500 0.268700 -0.09 -0.26 0.89 -0.001
C 1.052200 3.131300 1.618400 -0.04 -0.15 -0.61 0.009
C 0.608100 1.818700 1.621700 0.02 -0.18 0.32 -0.099
N 0.519300 1.372800 0.363000 -0.31 -1.80 -1.62 -0.081
H 3.807700 -0.518100 -4.294300 0.08 -0.10 -0.16 0.122
H 2.287700 -2.023800 -2.624800 -0.01 -0.23 0.03 0.108
H 2.898300 2.023100 -3.895200 -0.03 0.20 -0.01 0.148
H 1.234200 3.297700 -2.466600 0.13 0.28 -0.15 0.136
H -1.129800 3.892300 -3.360600 0.18 0.13 -0.05 0.147
H -3.667400 2.880900 -3.310300 -0.13 -0.01 -0.06 0.121
H -3.403100 0.519600 -1.989600 -0.07 -0.19 0.05 0.114
H 1.557200 4.350200 -0.184400 0.03 0.17 -0.22 0.147
H 1.228600 3.772300 2.458400 0.01 0.05 0.17 0.123
H 0.370200 1.190200 2.457000 -0.09 -0.15 0.15 0.116
N 1.811400 -4.602200 2.255500 0.10 -0.31 0.40 0.070
C 2.737100 -3.496300 1.886100 0.31 0.74 -0.16 -0.078
C 1.940900 -2.250200 1.479500 0.38 0.05 0.26 -0.168
N 0.998800 -2.513400 0.387700 -0.38 1.30 -0.65 -0.113
C 0.115000 -3.626200 0.741700 -0.29 -0.35 0.04 -0.178
C 0.874500 -4.900400 1.139800 -0.60 0.10 -0.57 -0.076
H 1.281200 -4.344200 3.100100 0.14 -0.14 -0.13 0.202
H 2.354400 -5.443300 2.494900 -0.13 0.14 0.03 0.207
H 3.364000 -3.840800 1.059800 -0.06 -0.11 0.12 0.152
H 3.379700 -3.261100 2.736900 -0.05 -0.12 -0.06 0.156
H 2.643200 -1.478000 1.162400 -0.01 -0.03 0.12 0.140
H 1.384000 -1.870100 2.340000 -0.02 0.05 -0.07 0.135
H 1.534200 -2.771100 -0.440800 -0.03 0.08 -0.01 0.108
H -0.520200 -3.859100 -0.113600 -0.07 -0.04 0.11 0.125
H -0.525700 -3.299100 1.565800 -0.04 -0.02 -0.08 0.133
H 1.456200 -5.289100 0.299500 0.07 0.03 0.16 0.152
H 0.165400 -5.673400 1.444400 0.14 0.07 0.07 0.156
N -2.248300 -2.518700 -2.334400 0.65 -0.07 -0.31 0.160
C -2.870700 -2.205000 -1.182500 -0.38 -0.03 0.20 -0.400
C -4.174100 -2.673700 -0.908900 0.34 0.22 0.07 0.025
C -4.779600 -2.336500 0.275800 0.25 0.00 -0.22 -0.002
C -4.080100 -1.542100 1.189300 0.49 0.25 -0.01 -0.026
C -2.805700 -1.128900 0.864500 -0.94 0.07 1.06 -0.152
N -2.198300 -1.453400 -0.286000 0.97 0.15 -0.37 -0.063
H -2.736400 -3.034800 -3.051100 0.07 0.14 0.00 0.132
H -1.438400 -1.978100 -2.612300 -0.28 -0.14 -0.26 0.083
H -4.675100 -3.270900 -1.653900 -0.07 -0.07 -0.07 0.132
H -5.784600 -2.670900 0.486900 -0.06 -0.03 0.04 0.137
H -4.527700 -1.241200 2.122200 0.03 0.05 0.09 0.125
H -2.240700 -0.502300 1.543300 -0.05 0.02 0.06 0.106

9
Properties=species:S:1:pos:R:3:forces:R:3:lowdin_charge:R:1 method="wB97M-V/def2-TZVPD" smiles="O=CO.C=O" largest_force_ha_per_bohr=0.03212 multiplicity=1 charge=0 e_above_lowest_ev=1.286 homo_lumo_gap_ev=11.1
O 0.854845 1.996280 0.080751 -0.60 -0.24 0.13 0.072
C 1.124474 0.902645 0.480202 1.47 -0.46 -0.59 -0.366
O 2.401551 0.537783 0.790986 -0.14 0.00 -0.36 0.050
H 0.548527 -0.029998 0.512145 -0.71 0.50 0.40 0.111
H 2.983952 1.157864 0.323966 0.03 0.20 0.46 0.112
C -1.998320 -1.142968 -0.543974 0.47 -0.07 -0.39 -0.126
O -1.139002 -1.545369 0.192588 -0.22 0.08 0.16 -0.021
H -1.926485 -1.339480 -1.628870 -0.18 0.00 0.00 0.084
H -2.849543 -0.536757 -0.207795 -0.12 -0.01 0.19 0.083